No. 1
{"formula": "C40H40AsBr2N2O3P2Pd", "method": "ωB97M-V/def2-TZVPD", "e_lumo_ev": [-2.1, -3.7], "charge": 1, "s2": 2.0082, "spin_multiplicity": 3, "species": ["Pd", "C", "N", "P", "C", "C", "C", "C", "C", "C", "C", "C", "C", "C", "C", "C", "P", "C", "C", "C", "C", "C", "C", "C", "C", "C", "C", "C", "C", "H", "H", "H", "H", "H", "H", "H", "H", "H", "H", "H", "H", "H", "H", "H", "H", "H", "H", "H", "H", "H", "H", "H", "Br", "C", "C", "C", "C", "C", "C", "C", "O", "O", "H", "H", "H", "H", "C", "As", "C", "C", "O", "H", "H", "H", "H", "H", "H", "H", "H", "H", "Br", "C", "C", "C", "C", "N", "C", "H", "H", "H", "H"], "xyz": [[-0.231, -0.173, -0.160], [2.822, 3.000, 0.488], [1.818, 1.960, 0.264], [1.998, 0.311, 0.588], [2.396, 0.121, 2.330], [3.075, -1.017, 2.774], [3.238, -1.241, 4.132], [2.722, -0.335, 5.051], [2.042, 0.791, 4.613], [1.874, 1.019, 3.256], [3.445, -0.270, -0.322], [3.229, -0.885, -1.556], [4.303, -1.300, -2.329], [5.598, -1.104, -1.872], [5.823, -0.497, -0.642], [4.752, -0.083, 0.134], [0.259, 2.253, -0.347], [0.493, 2.844, -2.043], [-0.464, 3.641, -2.672], [-0.327, 3.975, -4.011], [0.765, 3.515, -4.734], [1.721, 2.722, -4.115], [1.585, 2.384, -2.777], [-0.337, 3.678, 0.599], [-0.101, 4.992, 0.188], [-0.491, 6.053, 0.991], [-1.114, 5.810, 2.208], [-1.338, 4.508, 2.630], [-0.951, 3.439, 1.832], [3.736, 2.549, 0.870], [2.465, 3.729, 1.218], [3.055, 3.515, -0.445], [3.488, -1.722, 2.061], [3.770, -2.119, 4.474], [2.845, -0.513, 6.111], [1.620, 1.484, 5.328], [1.312, 1.882, 2.923], [2.215, -1.046, -1.906], [4.130, -1.782, -3.283], [6.437, -1.432, -2.472], [6.835, -0.350, -0.288], [4.931, 0.374, 1.099], [-1.307, 4.023, -2.108], [-1.068, 4.603, -4.488], [0.875, 3.781, -5.777], [2.577, 2.367, -4.674], [2.336, 1.762, -2.302], [0.392, 5.188, -0.756], [-0.303, 7.069, 0.669], [-1.418, 6.642, 2.832], [-1.809, 4.316, 3.586], [-1.091, 2.422, 2.177], [-2.579, -6.396, 2.468], [-2.175, -4.555, 2.625], [-1.407, -4.110, 3.690], [-1.085, -2.763, 3.772], [-1.492, -1.876, 2.781], [-2.268, -2.345, 1.730], [-2.630, -3.682, 1.652], [-1.123, -0.423, 2.907], [-1.099, 0.096, 4.008], [-0.887, 0.247, 1.814], [-1.074, -4.806, 4.448], [-0.517, -2.380, 4.610], [-2.579, -1.665, 0.944], [-3.240, -4.049, 0.836], [-3.802, 1.093, 0.571], [-3.581, 0.299, -1.157], [-3.853, 1.651, -2.482], [-4.942, -1.027, -1.379], [-2.084, -0.420, -1.355], [-4.607, 1.826, 0.534], [-2.864, 1.568, 0.856], [-4.036, 0.319, 1.299], [-4.894, 1.973, -2.478], [-3.591, 1.238, -3.454], [-3.204, 2.497, -2.264], [-5.926, -0.584, -1.231], [-4.779, -1.812, -0.643], [-4.869, -1.445, -2.381], [-1.809, -5.380, -2.564], [-0.764, -4.501, -1.269], [-0.078, -5.216, -0.306], [0.645, -4.510, 0.641], [0.650, -3.130, 0.586], [-0.013, -2.448, -0.352], [-0.712, -3.118, -1.271], [-0.124, -6.296, -0.284], [1.187, -5.023, 1.423], [1.188, -2.542, 1.320], [-1.253, -2.529, -1.998]], "forces_ev_per_a": [[0.1, 0.0, -0.1], [0.0, 0.0, 0.0], [-0.1, 0.0, 0.0], [0.0, 0.0, -0.1], [0.0, 0.0, 0.0], [0.0, 0.0, 0.0], [0.0, 0.0, 0.0], [0.0, 0.0, 0.0], [0.0, 0.0, 0.0], [0.0, 0.0, 0.0], [0.0, 0.0, 0.0], [0.0, 0.0, 0.0], [0.0, 0.0, 0.0], [0.0, 0.0, 0.0], [0.0, 0.0, 0.0], [0.0, 0.0, 0.0], [0.1, 0.0, 0.1], [0.1, 0.0, 0.0], [0.0, 0.0, -0.1], [0.0, 0.0, 0.0], [0.0, 0.0, 0.0], [0.0, 0.0, 0.0], [0.0, 0.0, 0.0], [0.0, 0.1, 0.0], [0.0, 0.0, 0.0], [0.0, 0.0, 0.0], [0.0, 0.0, 0.0], [0.0, 0.0, 0.0], [0.0, 0.1, 0.0], [0.0, 0.0, 0.0], [0.0, 0.0, 0.0], [0.0, 0.0, 0.0], [0.0, 0.0, 0.0], [0.0, 0.0, 0.0], [0.0, 0.0, 0.0], [0.0, 0.0, 0.0], [0.0, 0.0, 0.0], [0.0, 0.0, 0.0], [0.0, 0.0, 0.0], [0.0, 0.0, 0.0], [0.0, 0.0, 0.0], [0.0, 0.0, 0.0], [0.0, 0.0, 0.0], [0.0, 0.0, 0.0], [0.0, 0.0, 0.0], [0.0, 0.0, 0.0], [0.0, 0.0, 0.0], [0.0, 0.0, 0.0], [0.0, 0.0, 0.0], [0.0, 0.0, 0.0], [0.0, 0.0, 0.0], [0.0, -0.1, 0.0], [0.0, 0.0, 0.0], [0.0, 0.0, 0.0], [0.0, 0.0, 0.0], [0.0, 0.0, 0.0], [0.0, 0.0, 0.0], [-0.1, 0.0, -0.1], [0.0, 0.0, 0.0], [-0.1, 0.0, -0.1], [0.1, 0.0, 0.1], [-0.2, 0.1, 0.1], [0.0, 0.0, 0.0], [0.0, 0.0, 0.0], [0.0, 0.0, 0.0], [0.0, 0.0, 0.0], [0.0, 0.0, 0.0], [0.1, -0.1, 0.0], [0.0, 0.0, 0.0], [0.0, 0.0, 0.0], [-0.1, 0.0, 0.1], [0.0, 0.0, 0.0], [0.0, 0.0, 0.0], [0.0, 0.0, 0.0], [0.0, 0.0, 0.0], [0.0, 0.0, 0.0], [0.0, 0.0, 0.0], [0.0, 0.0, 0.0], [0.0, 0.0, 0.0], [0.0, 0.0, 0.0], [0.0, 0.0, 0.0], [0.0, 0.0, 0.0], [0.0, -0.1, 0.1], [0.0, 0.0, 0.0], [0.0, 0.1, -0.1], [-0.1, -0.1, 0.0], [0.1, 0.1, 0.1], [0.0, 0.0, 0.0], [0.0, 0.0, 0.0], [0.0, 0.0, 0.0], [0.0, 0.0, 0.0]]}

***

No. 2
{"formula": "C40H40BCsN7O4S", "method": "ωB97M-V/def2-TZVPD", "e_lumo_ev": 2.1, "charge": -1, "species": ["Cs", "C", "C", "C", "C", "N", "N", "B", "N", "N", "C", "C", "C", "C", "C", "C", "C", "C", "C", "C", "N", "N", "C", "C", "C", "C", "C", "C", "C", "C", "C", "C", "C", "C", "C", "C", "C", "C", "H", "H", "H", "H", "H", "H", "H", "H", "H", "H", "H", "H", "H", "H", "H", "H", "H", "H", "H", "H", "H", "H", "H", "H", "H", "H", "H", "H", "C", "C", "C", "C", "C", "C", "C", "S", "O", "O", "N", "C", "C", "C", "O", "O", "H", "H", "H", "H", "H", "H", "H", "H", "H", "H", "H", "H"], "xyz": [[0.550, 0.381, 0.026], [1.008, 2.547, -5.447], [0.160, 2.706, -4.230], [-0.288, 3.845, -3.596], [-0.978, 3.373, -2.465], [-0.956, 2.046, -2.421], [-0.260, 1.646, -3.508], [-0.018, 0.168, -3.854], [-1.059, -0.728, -3.140], [-0.750, -1.639, -2.193], [-1.880, -2.273, -1.904], [-2.944, -1.771, -2.676], [-2.373, -0.783, -3.451], [-2.989, 0.139, -4.448], [-1.894, -3.326, -0.879], [-2.874, -4.316, -0.881], [-2.883, -5.310, 0.086], [-1.905, -5.336, 1.071], [-0.925, -4.353, 1.084], [-0.923, -3.354, 0.123], [1.426, -0.235, -3.491], [2.237, 0.560, -2.760], [3.405, -0.066, -2.690], [3.360, -1.284, -3.394], [2.075, -1.351, -3.889], [1.402, -2.408, -4.698], [4.514, 0.524, -1.927], [5.833, 0.149, -2.178], [6.879, 0.696, -1.451], [6.624, 1.630, -0.457], [5.314, 2.010, -0.199], [4.268, 1.464, -0.926], [-1.641, 4.135, -1.399], [-2.114, 5.427, -1.626], [-2.719, 6.148, -0.608], [-2.858, 5.591, 0.655], [-2.386, 4.307, 0.893], [-1.786, 3.586, -0.127], [1.292, 3.523, -5.837], [0.494, 1.991, -6.232], [1.919, 2.000, -5.196], [-0.110, 4.865, -3.894], [-0.166, 0.028, -5.050], [-3.982, -2.059, -2.658], [-4.059, -0.053, -4.524], [-2.540, 0.015, -5.435], [-2.844, 1.177, -4.145], [-3.629, -4.313, -1.658], [-3.653, -6.071, 0.063], [-1.908, -6.114, 1.823], [-0.158, -4.360, 1.848], [-0.176, -2.571, 0.163], [4.137, -2.021, -3.507], [2.099, -3.215, -4.917], [1.027, -2.004, -5.640], [0.554, -2.820, -4.148], [6.037, -0.573, -2.959], [7.895, 0.388, -1.665], [7.441, 2.055, 0.112], [5.098, 2.733, 0.578], [3.252, 1.763, -0.700], [-2.013, 5.862, -2.613], [-3.082, 7.149, -0.805], [-3.324, 6.158, 1.451], [-2.459, 3.862, 1.877], [-1.400, 2.598, 0.082], [-4.434, -1.171, 4.605], [-3.007, -1.475, 4.959], [-2.507, -1.230, 6.232], [-1.177, -1.488, 6.544], [-0.339, -2.006, 5.578], [-0.828, -2.282, 4.304], [-2.148, -2.016, 3.999], [1.399, -2.218, 5.867], [1.761, -3.512, 5.364], [1.643, -1.875, 7.242], [2.147, -1.132, 4.935], [2.065, 0.304, 5.205], [0.887, 1.000, 4.520], [0.811, 0.821, 2.996], [0.276, 1.732, 2.338], [1.241, -0.278, 2.530], [-4.959, -0.696, 5.434], [-4.978, -2.078, 4.334], [-4.481, -0.498, 3.747], [-3.162, -0.820, 6.992], [-0.792, -1.275, 7.533], [-0.168, -2.685, 3.548], [-2.514, -2.221, 3.000], [2.005, -1.288, 3.932], [3.007, 0.742, 4.868], [2.020, 0.448, 6.285], [0.888, 2.063, 4.762], [-0.050, 0.593, 4.912]], "forces_ev_per_a": [[-0.1, -0.2, -1.7], [0.1, 0.0, 0.0], [0.0, -0.1, 0.0], [0.0, 0.0, -0.1], [0.0, -0.1, 0.0], [0.1, -0.1, 0.0], [-0.1, 0.2, 0.0], [0.0, 0.0, -0.1], [-0.1, -0.1, 0.0], [0.1, 0.2, 0.0], [0.0, 0.0, 0.0], [0.0, 0.0, 0.0], [0.1, 0.0, 0.0], [-0.1, 0.0, 0.0], [0.0, 0.0, 0.0], [0.0, 0.0, 0.0], [0.0, 0.0, 0.0], [0.0, 0.0, 0.0], [0.0, 0.0, 0.0], [-0.1, 0.0, 0.1], [0.1, 0.0, 0.1], [-0.2, 0.0, 0.1], [0.0, 0.0, 0.0], [0.0, 0.0, 0.0], [0.0, 0.0, 0.0], [0.0, 0.0, 0.0], [0.0, 0.0, 0.0], [0.0, 0.0, 0.0], [0.0, 0.0, 0.0], [0.0, 0.0, 0.0], [0.0, 0.0, 0.0], [0.1, 0.0, 0.1], [0.0, 0.0, 0.0], [0.0, 0.0, 0.0], [0.0, 0.0, 0.0], [0.0, 0.0, 0.0], [0.0, 0.0, 0.0], [0.0, 0.1, 0.1], [0.0, 0.0, 0.0], [0.0, 0.0, 0.0], [0.0, 0.0, 0.0], [0.0, 0.0, 0.0], [0.0, 0.0, 0.0], [0.0, 0.0, 0.0], [0.0, 0.0, 0.0], [0.0, 0.0, 0.0], [0.0, 0.0, 0.0], [0.0, 0.0, 0.0], [0.0, 0.0, 0.0], [0.0, 0.0, 0.0], [0.0, 0.0, 0.0], [0.0, -0.1, -0.1], [0.0, 0.0, 0.0], [0.0, 0.0, 0.0], [0.0, 0.0, 0.0], [0.0, 0.0, 0.0], [0.0, 0.0, 0.0], [0.0, 0.0, 0.0], [0.0, 0.0, 0.0], [0.0, 0.0, 0.0], [0.0, 0.0, -0.1], [0.0, 0.0, 0.0], [0.0, 0.0, 0.0], [0.0, 0.0, 0.0], [0.0, 0.0, 0.0], [-0.1, 0.1, 0.0], [-0.1, 0.1, 0.0], [0.1, -0.1, 0.0], [0.0, 0.0, 0.0], [0.0, 0.1, 0.2], [0.0, 0.0, -0.3], [0.0, 0.0, 0.0], [0.0, 0.0, 0.1], [0.0, 0.0, 0.2], [-0.1, 0.0, -0.1], [0.0, 0.0, 0.0], [0.2, 0.0, -0.1], [-0.1, 0.1, 0.1], [0.0, -0.1, 0.0], [0.0, -0.1, 0.8], [-0.1, 0.4, 0.4], [0.2, -0.1, 0.5], [0.0, 0.0, 0.0], [0.0, 0.0, 0.0], [0.0, 0.0, 0.0], [0.0, 0.0, 0.0], [0.1, 0.0, 0.0], [0.0, 0.0, 0.0], [0.0, 0.0, 0.0], [-0.1, -0.1, 0.0], [0.0, 0.0, 0.0], [0.0, 0.0, 0.0], [0.0, 0.0, -0.1], [0.0, 0.0, 0.0]]}